No. 1
Formula: C7H9FO7Tl
Source: the Open Molecules 2025 dataset
Level of theory: wB97M-V/def2-TZVPD

Element x y z (Å)
Tl 5.460 1.706 28.416
C 0.929 2.292 29.787
C 2.304 1.762 29.369
O 2.658 1.826 28.181
O 3.104 1.376 30.276
H 0.114 1.768 29.295
H 0.967 3.356 29.550
H 0.778 2.264 30.864
C 8.477 2.152 32.170
C 7.482 2.242 30.962
O 6.271 2.440 31.094
O 8.012 2.120 29.815
H 7.905 2.468 33.042
H 9.324 2.833 32.133
H 8.811 1.126 32.304
C 4.160 -4.313 27.280
C 2.724 -3.848 27.447
O 2.925 -2.457 27.489
C 4.158 -2.159 27.866
O 4.573 -1.075 28.145
O 4.903 -3.314 27.969
F 2.208 -4.246 28.634
H 4.463 -4.325 26.232
H 4.371 -5.257 27.779
H 2.015 -4.117 26.666

As for the net charge: +1. Its HOMO-LUMO gap is 4.16 eV. The value obtained for the LUMO energy is -9.39 eV. For the total energy, the calculation gives -29137.0364 eV.

Löwdin atomic charge list, values in e, 6 entries: 1.456, 0.067, -0.644, -0.005, 0.051, 0.104



No. 2
Formula: C8H13N3
Source: the Open Molecules 2025 dataset
Level of theory: wB97M-V/def2-TZVPD

Element x y z (Å)
C 0.341 -0.478 1.994
C 1.035 0.381 1.262
C -1.035 0.799 -0.282
C 0.481 -0.916 -0.657
C -1.632 1.941 0.049
C 1.201 -1.517 -1.607
C -0.760 -1.298 1.423
C 1.431 1.443 -0.893
N 0.489 0.473 -0.190
N -1.713 -0.401 -0.618
N -0.806 -1.379 -0.082
H 0.370 -0.467 3.155
H 1.758 1.123 1.496
H -2.648 2.238 -0.167
H -1.059 2.720 0.560
H 1.148 -2.615 -1.811
H 1.977 -0.982 -2.063
H -0.636 -2.376 1.716
H -1.718 -0.972 1.611
H 1.585 2.390 -0.216
H 2.429 1.015 -0.923
H 1.005 1.771 -1.939
H -2.233 -0.619 -1.558
H -1.008 -2.277 -0.261

As for the net charge: +2. Its energy relative to the best compared isomer or geometry (same formula, charge and spin) is 74.7 kcal/mol. Its HOMO-LUMO gap is 10.40 eV. Its SMILES is C=C1N[N@@H+]2CC=C[N@@+]1(C)C2=C. The value obtained for the LUMO energy is -7.59 eV. For the total energy, the calculation gives -12954.3792 eV.

Löwdin atomic charge list, values in e, 6 entries: 0.019, 0.052, -0.234, -0.205, 0.198, 0.232



No. 3
Formula: C18H20ClN5NiS
Source: the Open Molecules 2025 dataset
Level of theory: wB97M-V/def2-TZVPD

Element x y z (Å)
Ni -0.993 0.489 -0.945
C -4.190 2.045 1.309
C -2.885 1.781 0.632
N -2.692 0.733 -0.092
N -3.716 -0.135 -0.264
C -3.589 -0.823 -1.389
N -4.551 -1.754 -1.603
S -2.389 -0.596 -2.603
C -1.751 2.715 0.647
C -1.652 3.806 1.509
C -0.547 4.632 1.434
C 0.444 4.357 0.503
C 0.280 3.256 -0.317
N -0.786 2.460 -0.261
H -4.525 1.148 1.828
H -4.954 2.279 0.563
H -4.130 2.871 2.013
H -5.206 -1.957 -0.868
H -4.476 -2.355 -2.401
H -2.427 3.997 2.237
H -0.457 5.481 2.098
H 1.323 4.980 0.409
H 1.026 2.994 -1.058
C -0.218 -3.228 0.155
C 0.403 -1.958 0.749
C 0.127 -0.822 -0.174
N 0.755 -0.283 -1.116
H -0.106 -4.064 0.845
H 0.266 -3.491 -0.786
H -1.278 -3.076 -0.049
H 1.472 -2.102 0.918
H -0.069 -1.740 1.707
Cl 3.255 1.126 0.582
C 3.656 -0.525 0.198
C 4.544 -1.194 1.023
C 4.863 -2.516 0.750
C 4.301 -3.154 -0.345
C 3.412 -2.468 -1.158
C 3.067 -1.145 -0.901
C 2.049 -0.442 -1.755
H 4.975 -0.679 1.870
H 5.553 -3.043 1.396
H 4.550 -4.184 -0.563
H 2.963 -2.964 -2.011
H 1.896 -1.000 -2.682
H 2.405 0.550 -2.034

As for the net charge: 0. Its HOMO-LUMO gap (spin up / spin down) is 6.66 / 7.14 eV. The value obtained for the LUMO energy (spin up / spin down) is 0.21 / 0.13 eV. For the total energy, the calculation gives -90841.3291 eV.

Löwdin atomic charge list, values in e, 6 entries: 0.236, -0.027, -0.256, -0.085, 0.000, -0.888



No. 4
Formula: C3H11N2P2
Source: the Open Molecules 2025 dataset
Level of theory: wB97M-V/def2-TZVPD

Element x y z (Å)
C -3.383 0.319 -0.336
C 1.678 -0.760 -1.369
C 1.261 -0.734 1.637
N -0.824 0.008 -0.277
N 1.475 1.485 0.158
P -2.061 0.039 0.920
P 0.747 -0.025 0.097
H -2.822 0.393 -1.295
H -3.955 -0.519 -0.331
H -4.104 1.083 -0.048
H 2.649 -0.250 -1.468
H 1.057 -0.524 -2.258
H 1.781 -1.807 -1.272
H 0.462 -1.520 1.814
H 1.048 -0.001 2.409
H 2.335 -1.066 1.787
H 1.758 1.803 -0.776
H 0.897 2.077 0.609

As for the net charge: +1. Its energy relative to the best compared isomer or geometry (same formula, charge and spin) is 2.9 kcal/mol. Its HOMO-LUMO gap is 8.53 eV. Its SMILES is C/P=N/P(C)(C)=[NH2+]. The value obtained for the LUMO energy is -5.75 eV. For the total energy, the calculation gives -24840.5869 eV.

Löwdin atomic charge list, values in e, 6 entries: -0.313, -0.134, -0.205, -0.437, -0.056, 1.019



No. 5
Formula: H14O7
Source: the Open Molecules 2025 dataset
Level of theory: wB97M-V/def2-TZVPD

Element x y z (Å)
O 1.612 0.960 -0.043
H 2.416 0.799 0.451
H 1.646 1.892 -0.258
O -0.580 1.806 -0.388
H 0.161 1.860 -0.991
H -0.413 1.016 0.127
O -1.690 -0.873 0.812
H -1.779 -1.520 1.512
H -2.237 -1.210 0.103
O 2.935 -0.920 -1.016
H 3.763 -1.100 -0.570
H 2.406 -0.460 -0.364
O -0.956 -1.519 -1.065
H -1.232 -1.757 -0.180
H -0.313 -0.821 -0.936
O -2.003 1.009 0.679
H -2.749 1.020 1.279
H -1.731 0.091 0.651
O 0.099 -0.208 -0.275
H -0.261 -0.346 0.601
H 0.907 0.284 -0.128

As for the net charge: 0. Its energy relative to the best compared isomer or geometry (same formula, charge and spin) is 455.7 kcal/mol. Its HOMO-LUMO gap is 8.05 eV. The value obtained for the LUMO energy is -0.35 eV. For the total energy, the calculation gives -14541.6996 eV.

Löwdin atomic charge list, values in e, 6 entries: 0.172, 0.146, 0.159, -0.087, 0.040, -0.041



No. 6
Formula: FHN6
Source: the Open Molecules 2025 dataset
Level of theory: wB97M-V/def2-TZVPD

Element x y z (Å)
N 1.495 -1.171 0.969
N -0.008 1.898 -0.608
N 0.971 -1.007 -0.053
N -0.513 1.230 0.108
N 0.283 -0.993 -1.036
N -1.019 0.321 0.737
F -1.900 0.733 1.779
H 0.691 -1.012 -1.896

As for the net charge: 0. Its energy relative to the best compared isomer or geometry (same formula, charge and spin) is 10.2 kcal/mol. Its HOMO-LUMO gap is 9.71 eV. The value obtained for the LUMO energy is -0.58 eV. For the total energy, the calculation gives -11667.3561 eV.

Löwdin atomic charge list, values in e, 6 entries: 0.201, 0.249, -0.330, -0.209, 0.096, 0.020



- What is the net charge in the second record?
  +2



Repeat the first record exactly.
Formula: C7H9FO7Tl
Source: the Open Molecules 2025 dataset
Level of theory: wB97M-V/def2-TZVPD

Element x y z (Å)
Tl 5.460 1.706 28.416
C 0.929 2.292 29.787
C 2.304 1.762 29.369
O 2.658 1.826 28.181
O 3.104 1.376 30.276
H 0.114 1.768 29.295
H 0.967 3.356 29.550
H 0.778 2.264 30.864
C 8.477 2.152 32.170
C 7.482 2.242 30.962
O 6.271 2.440 31.094
O 8.012 2.120 29.815
H 7.905 2.468 33.042
H 9.324 2.833 32.133
H 8.811 1.126 32.304
C 4.160 -4.313 27.280
C 2.724 -3.848 27.447
O 2.925 -2.457 27.489
C 4.158 -2.159 27.866
O 4.573 -1.075 28.145
O 4.903 -3.314 27.969
F 2.208 -4.246 28.634
H 4.463 -4.325 26.232
H 4.371 -5.257 27.779
H 2.015 -4.117 26.666

As for the net charge: +1. Its HOMO-LUMO gap is 4.16 eV. The value obtained for the LUMO energy is -9.39 eV. For the total energy, the calculation gives -29137.0364 eV.

Löwdin atomic charge list, values in e, 6 entries: 1.456, 0.067, -0.644, -0.005, 0.051, 0.104